Record 1
{
  "formula": "C21H26N7O2RbSSe2Te2",
  "method": "ωB97M-V/def2-TZVPD",
  "species": ["N", "Te", "H", "H", "H", "Rb", "C", "H", "H", "H", "C", "H", "S", "N", "H", "C", "Se", "C", "H", "H", "Se", "H", "N", "H", "C", "H", "C", "H", "C", "H", "C", "H", "C", "C", "C", "C", "N", "H", "H", "C", "H", "N", "O", "C", "C", "Te", "H", "H", "H", "C", "C", "H", "H", "H", "C", "N", "C", "C", "H", "C", "N", "O"],
  "coordinates": [[1.47, -2.07, -1.22], [-1.82, 1.68, 2.69], [2.61, 5.28, -2.34], [1.01, -1.57, 2.41], [-1.61, -1.29, 2.05], [0.75, 0.71, -0.21], [-0.28, 4.08, -1.05], [0.27, -1.83, -4.30], [-4.36, 3.52, -1.17], [-0.15, -3.55, 0.65], [-1.75, -1.38, -2.48], [2.38, -3.51, 1.62], [-2.40, 2.73, -2.21], [-0.51, -0.67, -2.69], [1.40, 5.08, -0.19], [4.30, 2.66, -3.48], [-1.63, 4.17, 2.39], [4.03, 2.64, -2.09], [-2.81, -2.68, -1.15], [2.96, -1.90, 1.19], [0.32, -1.19, 4.85], [-0.66, 0.26, -3.03], [4.51, 2.68, -4.62], [-2.39, -2.72, 1.39], [2.05, -2.96, -0.42], [-1.97, -2.08, -3.31], [2.34, -4.50, -2.23], [1.32, -0.58, -3.62], [2.13, -2.60, 1.05], [2.68, -5.45, -2.62], [4.80, 3.48, -1.24], [-2.91, 3.95, -0.21], [0.58, -1.34, -3.36], [1.27, -2.37, -2.50], [-1.54, -2.03, 1.26], [-0.26, -2.83, 1.46], [0.91, -1.96, 1.48], [-0.78, 3.99, -0.08], [-0.36, -3.39, 2.40], [-1.82, -2.17, -1.17], [-2.12, -0.49, 0.00], [3.03, 1.93, -1.55], [2.36, 1.23, -2.34], [1.64, 4.81, -2.31], [-0.15, 3.67, -3.43], [0.65, 1.10, 3.91], [2.96, -4.89, -0.20], [-3.31, 4.88, -1.69], [1.51, -3.80, -4.09], [-0.83, 3.59, -2.22], [2.51, -4.19, -0.89], [1.64, 4.33, -4.41], [-0.59, 3.24, -4.32], [-2.55, -0.63, -2.46], [1.09, 4.28, -3.48], [-1.58, -1.35, -0.02], [0.96, 4.70, -1.10], [-3.33, 3.90, -1.21], [-1.07, -2.97, -1.19], [1.69, -3.58, -3.05], [5.45, 4.19, -0.60], [-2.26, 1.51, -1.36]],
  "orbital_gap_ev": 4.16,
  "e_above_lowest_kcal_mol": 0.0,
  "e_homo_ev": -0.7,
  "lumo_energy_ev": 3.472,
  "total_charge": -2
}

***

Record 2
{
  "formula": "C2H4Si",
  "method": "ωB97M-V/def2-TZVPD",
  "species": ["H", "Si", "H", "H", "H", "C", "C"],
  "coordinates": [[1.43, 0.18, -1.01], [2.65, -0.33, -0.19], [-2.93, 0.54, -0.61], [-1.00, -0.34, 1.87], [3.80, 0.19, -1.14], [-1.63, -0.26, 1.01], [-2.32, 0.02, 0.07]],
  "orbital_gap_ev": 7.67,
  "e_above_lowest_kcal_mol": 60.7,
  "e_homo_ev": -8.8,
  "lumo_energy_ev": -1.092,
  "total_charge": 0
}